The following is a DFT calculation (wB97M-V/def2-TZVPD) of a molecular structure, C21H23ClN6O9SeV.

Each line ends with the natural charge from an NBO analysis.
Geometry (Å):
V -0.306 0.509 -0.405  1.531
C 3.138 -0.788 2.232  -0.416
N 1.817 -0.957 2.837  -0.358
C 1.779 -1.722 4.077  -0.408
C 0.747 -0.605 2.159  0.746
O 0.867 -0.004 1.062  -0.692
C -0.650 -0.799 2.707  -0.148
O -1.564 -0.807 1.631  -0.519
C -2.168 -2.070 1.383  -0.158
C -1.135 -3.061 0.846  0.666
O 0.052 -2.853 1.086  -0.665
N -1.587 -4.123 0.164  -0.407
C -0.639 -5.032 -0.465  -0.418
C -2.988 -4.310 -0.184  -0.414
H 3.406 -1.687 1.675  0.222
H 3.863 -0.622 3.025  0.214
H 3.129 0.061 1.558  0.240
H 1.998 -2.772 3.878  0.223
H 0.815 -1.640 4.567  0.213
H 2.531 -1.323 4.755  0.221
H -0.882 0.058 3.349  0.220
H -0.730 -1.713 3.289  0.217
H -2.963 -1.883 0.669  0.231
H -2.612 -2.461 2.305  0.205
H 0.366 -4.760 -0.161  0.245
H -0.719 -4.960 -1.551  0.208
H -0.851 -6.057 -0.160  0.206
H -3.647 -3.975 0.614  0.208
H -3.166 -5.375 -0.323  0.224
H -3.245 -3.793 -1.112  0.209
O -3.563 -0.124 -2.166  -0.762
Cl -2.162 -0.258 -2.305  2.549
O -1.773 -0.946 -3.465  -0.724
O -1.612 -0.947 -1.083  -0.856
O -1.488 1.051 -2.184  -0.812
O 1.135 -0.404 -1.717  -0.605
C 1.545 0.748 -1.964  0.659
N 0.986 1.749 -1.249  -0.703
C 1.423 2.988 -1.743  0.687
O 1.060 4.067 -1.363  -0.529
C 2.423 2.664 -2.822  -0.125
C 3.172 3.501 -3.618  -0.157
C 4.006 2.904 -4.563  -0.175
C 4.074 1.520 -4.698  -0.186
C 3.311 0.679 -3.892  -0.172
C 2.495 1.282 -2.958  -0.085
H 3.107 4.576 -3.517  0.240
H 4.609 3.527 -5.209  0.230
H 4.729 1.093 -5.445  0.230
H 3.353 -0.396 -3.997  0.237
Se 0.672 4.573 2.249  1.081
N -0.997 5.129 2.200  -0.596
C -1.697 4.159 1.638  0.121
C -3.104 4.174 1.421  -0.110
C -3.660 3.079 0.845  -0.267
C -2.842 1.988 0.441  0.155
N -1.545 1.932 0.604  -0.516
C -0.945 2.999 1.240  0.246
N 0.341 3.008 1.508  -0.619
H -3.684 5.037 1.715  0.249
H -4.722 3.020 0.653  0.247
H -3.307 1.148 -0.062  0.223

frontier orbital gap (spin up / spin down): 7.9844 / 8.0275 eV
spin multiplicity: 3
relative energy (zero: lowest compared OMol25 entry of this formula, charge and spin): 17.9 kcal/mol
E: -5625.024118 a.u.
HOMO level (spin up / spin down): -0.4394 / -0.4427 Eh
<S²>: 2.010
total charge: +1

=====

The following is a DFT calculation (wB97M-V/def2-TZVPD) of a single C21H23FN2O5S molecule.

Each line ends with the natural charge from an NBO analysis.
Geometry (Å):
C -3.627 -0.688 2.260  -0.664
C -2.259 -0.143 2.005  0.077
C -1.966 1.201 2.203  -0.228
C -0.713 1.713 1.913  -0.181
C 0.269 0.868 1.434  -0.337
S 1.893 1.564 1.115  2.337
O 2.573 1.655 2.376  -0.931
O 1.705 2.762 0.346  -0.944
N 2.626 0.416 0.166  -0.712
C 2.917 0.719 -1.214  -0.217
C 2.822 -0.568 -2.030  -0.408
C 3.806 -1.596 -1.471  -0.400
C 3.545 -1.825 0.017  -0.402
C 3.575 -0.493 0.768  -0.221
C 0.020 -0.473 1.251  -0.138
C -1.249 -0.980 1.509  0.087
N -1.526 -2.343 1.309  -0.625
C -1.311 -3.158 0.247  0.669
O -1.538 -4.345 0.324  -0.597
C -0.791 -2.584 -1.073  -0.177
O -0.866 -1.181 -1.246  -0.523
C -2.098 -0.635 -1.160  0.797
O -3.093 -1.296 -1.022  -0.575
C -2.028 0.843 -1.217  -0.266
C -0.861 1.495 -1.614  -0.087
C -0.776 2.873 -1.601  -0.241
C -1.863 3.630 -1.190  -0.162
C -3.036 3.009 -0.800  -0.293
C -3.110 1.628 -0.816  0.453
F -4.248 1.055 -0.401  -0.309
H -4.013 -1.150 1.351  0.253
H -3.609 -1.443 3.046  0.212
H -4.305 0.105 2.559  0.224
H -2.738 1.855 2.577  0.220
H -0.484 2.758 2.044  0.239
H 3.927 1.145 -1.310  0.184
H 2.198 1.469 -1.540  0.230
H 3.046 -0.358 -3.077  0.217
H 1.803 -0.956 -1.965  0.201
H 4.824 -1.225 -1.604  0.199
H 3.718 -2.538 -2.015  0.214
H 2.568 -2.297 0.147  0.191
H 4.299 -2.493 0.436  0.220
H 4.589 -0.070 0.725  0.187
H 3.300 -0.611 1.816  0.234
H 0.802 -1.119 0.887  0.219
H -2.054 -2.797 2.046  0.415
H 0.265 -2.844 -1.183  0.219
H -1.362 -3.094 -1.858  0.234
H -0.023 0.899 -1.934  0.218
H 0.142 3.358 -1.888  0.230
H -1.796 4.706 -1.171  0.222
H -3.895 3.576 -0.477  0.233

frontier orbital gap: 9.2635 eV
relative energy (zero: lowest compared OMol25 entry of this formula, charge and spin): 4.9 kcal/mol
E: -1797.832462 a.u.
HOMO level: -0.3342 Eh
SMILES: Cc1ccc(S(=O)(=O)N2CCCCC2)cc1NC(=O)COC(=O)c1ccccc1F

=====

The following is a DFT calculation (wB97M-V/def2-TZVPD) of a single C21H23FN2O8 molecule.

Each line ends with the natural charge from an NBO analysis.
Geometry (Å):
C 7.201 0.223 -0.275  -0.635
C 6.468 1.553 -0.197  -0.075
O 5.088 1.361 0.139  -0.516
C 4.258 1.064 -0.855  0.809
O 4.565 0.986 -2.013  -0.580
C 2.847 0.840 -0.347  -0.354
C 2.249 2.021 0.443  -0.227
N 1.228 1.389 1.248  -0.114
C -0.084 1.301 0.791  0.104
C -0.789 0.109 0.861  -0.305
C -2.127 0.016 0.471  0.265
C -2.792 1.179 0.040  -0.181
C -2.093 2.391 0.004  -0.200
C -0.778 2.450 0.369  0.346
F -0.142 3.645 0.329  -0.325
C -4.196 1.161 -0.364  0.517
O -4.791 2.179 -0.744  -0.649
C -4.807 -0.142 -0.280  -0.357
C -6.240 -0.359 -0.646  0.785
O -6.750 -1.452 -0.575  -0.615
O -6.900 0.714 -1.048  -0.676
C -4.087 -1.226 0.132  0.147
N -2.799 -1.193 0.494  -0.356
C -2.076 -2.392 0.907  -0.214
C -2.853 -3.692 0.770  -0.624
O 1.796 0.166 1.670  -0.354
C 2.759 -0.270 0.723  -0.005
C 2.391 -1.603 0.071  0.786
O 1.278 -2.048 -0.020  -0.608
O 3.487 -2.169 -0.411  -0.501
C 3.338 -3.416 -1.106  -0.076
C 3.321 -4.588 -0.136  -0.634
H 6.780 -0.387 -1.070  0.223
H 8.252 0.400 -0.486  0.222
H 7.114 -0.312 0.667  0.211
H 6.526 2.078 -1.156  0.203
H 6.867 2.182 0.600  0.194
H 2.210 0.597 -1.204  0.244
H 1.845 2.799 -0.198  0.247
H 3.006 2.442 1.111  0.221
H -0.249 -0.752 1.210  0.262
H -2.618 3.278 -0.315  0.259
H -6.292 1.508 -1.033  0.513
H -4.604 -2.172 0.163  0.248
H -1.167 -2.460 0.301  0.229
H -1.778 -2.263 1.953  0.203
H -2.195 -4.508 1.058  0.231
H -3.721 -3.716 1.424  0.217
H -3.169 -3.860 -0.256  0.219
H 3.716 -0.387 1.244  0.223
H 2.412 -3.386 -1.687  0.201
H 4.198 -3.466 -1.776  0.198
H 2.459 -4.517 0.522  0.220
H 4.226 -4.592 0.466  0.214
H 3.262 -5.517 -0.694  0.222

frontier orbital gap: 8.7647 eV
relative energy (zero: lowest compared OMol25 entry of this formula, charge and spin): 0.2 kcal/mol
E: -1625.357025 a.u.
HOMO level: -0.3161 Eh
SMILES: CCOC(=O)[C@@H]1CN(c2cc3c(cc2F)c(=O)c(C(=O)O)cn3CC)O[C@H]1C(=O)OCC

=====

The following is a DFT calculation (wB97M-V/def2-TZVPD) of a molecular structure, C21H23IrN6OS2.

Each line ends with the natural charge from an NBO analysis.
Geometry (Å):
Ir -0.007 0.840 0.093  0.972
N 2.924 3.944 -0.432  -0.770
C 1.790 3.236 -0.313  0.291
S 1.561 2.284 1.138  -0.072
N 0.897 3.331 -1.275  -0.415
N -0.195 2.582 -0.987  -0.216
C -1.382 2.992 -1.236  0.064
C -2.417 2.341 -0.466  0.148
C -3.756 2.697 -0.541  -0.199
C -4.656 2.119 0.331  -0.131
C -4.192 1.202 1.263  -0.225
C -2.848 0.887 1.293  0.077
N -1.971 1.445 0.448  -0.407
H 3.553 4.007 0.348  0.415
H 2.976 4.652 -1.147  0.414
H -1.561 3.897 -1.805  0.232
H -4.068 3.427 -1.275  0.242
H -5.705 2.380 0.290  0.242
H -4.859 0.730 1.969  0.247
H -2.441 0.179 2.001  0.249
C 2.019 -2.769 0.932  -0.416
N 0.795 -2.683 0.150  -0.457
C 0.682 -3.786 -0.784  -0.410
C -0.415 -2.579 0.952  -0.241
C -0.318 -1.582 2.078  -0.090
C -0.394 -2.104 3.369  -0.191
C -0.295 -1.316 4.503  -0.206
C -0.091 0.041 4.350  -0.223
C 0.016 0.579 3.074  -0.206
C -0.083 -0.199 1.916  -0.197
H 2.022 -3.629 1.620  0.172
H 2.169 -1.861 1.512  0.211
H 2.865 -2.880 0.253  0.202
H 0.631 -4.763 -0.276  0.175
H 1.542 -3.795 -1.456  0.200
H -0.224 -3.671 -1.383  0.197
H -0.717 -3.553 1.370  0.180
H -1.223 -2.291 0.277  0.200
H -0.539 -3.173 3.473  0.218
H -0.375 -1.760 5.486  0.226
H -0.010 0.692 5.211  0.224
H 0.148 1.650 3.009  0.211
O 1.699 0.230 -0.733  -0.471
N 1.585 -0.015 -2.049  -0.004
C 2.706 0.147 -2.784  0.052
C 2.700 -0.164 -4.113  -0.239
C 1.515 -0.642 -4.687  -0.134
C 0.386 -0.773 -3.917  -0.222
C 0.412 -0.436 -2.559  0.028
S -0.940 -0.558 -1.497  0.055
H 3.552 0.521 -2.227  0.252
H 3.600 -0.032 -4.694  0.251
H 1.483 -0.895 -5.738  0.243
H -0.547 -1.123 -4.337  0.249

frontier orbital gap (spin up / spin down): 7.0154 / 5.6869 eV
spin multiplicity: 2
relative energy (zero: lowest compared OMol25 entry of this formula, charge and spin): 29.7 kcal/mol
E: -2118.257950 a.u.
HOMO level (spin up / spin down): -0.3937 / -0.3926 Eh
<S²>: 0.757
total charge: +1

=====

Number 1: largest force on an atom 0.24 eV/Å. Number 2: largest force on an atom 1.08 eV/Å. Number 3: largest force on an atom 0.94 eV/Å. Number 4: largest force on an atom 0.88 eV/Å.